(1)
{
  "formula": "C8H6BrF2NO2",
  "method": "the ωB97M-V functional and the def2-TZVPD basis",
  "multiplicity": 1,
  "homo_energy_ev": -9.0,
  "symbols": ["C", "C", "C", "C", "C", "C", "C", "C", "N", "O", "O", "F", "F", "Br", "H", "H", "H", "H", "H", "H"],
  "positions_angstrom": [[-0.12177, -2.58982, -0.63133], [0.87883, -1.69172, -0.36853], [-1.38572, -2.26568, -0.20204], [0.63857, -0.41664, 0.11159], [-0.68508, 0.03347, 0.20848], [-1.67616, -0.96481, 0.08848], [1.65251, 1.34352, 1.45063], [-1.18549, 2.17271, -0.72675], [1.65934, 0.36019, 0.56652], [-1.07792, 1.37452, 0.37022], [2.92865, 1.81293, 1.44548], [-0.18431, 2.01464, -1.56204], [-2.33513, 1.88013, -1.33602], [-3.44630, -0.57720, 0.57619], [0.18921, -3.61384, -0.94998], [1.93226, -1.90821, -0.36427], [-2.04484, -3.03065, -0.58297], [-1.28346, 3.26805, -0.34118], [2.71093, 0.22608, 0.24932], [2.83588, 2.57234, 1.99818]],
  "forces_ev_per_a": [[1.8, -0.9, 0.7], [1.1, 0.7, 0.5], [0.2, -1.3, -2.5], [-1.9, -0.1, 0.1], [-1.1, -0.3, -0.8], [-0.2, 1.2, 0.9], [-0.2, 0.2, -0.2], [-1.1, 2.1, 2.3], [4.6, 0.8, -0.5], [1.0, -1.2, 1.2], [-0.7, -0.5, -0.1], [0.8, -0.1, -1.0], [-0.6, -0.2, -1.2], [-0.4, 0.2, -0.1], [-0.7, 1.0, 0.1], [0.3, -0.6, -0.5], [-1.2, 0.3, 1.0], [0.5, -1.9, -0.7], [-2.7, -0.4, 0.0], [0.5, 0.9, 0.7]],
  "nbo_charge": [-0.17, -0.23, -0.27, 0.14, 0.23, -0.10, 0.30, 0.80, -0.62, -0.51, -0.71, -0.32, -0.34, 0.10, 0.23, 0.21, 0.24, 0.13, 0.40, 0.50]
}

---

(2)
{
  "formula": "C8H6F3N5O5",
  "method": "the ωB97M-V functional and the def2-TZVPD basis",
  "multiplicity": 1,
  "smiles": "O=[N+]([O-])C1=CC(=[N+]([O-])[O-])[C@H]([NH2+]CC(F)(F)F)c2nonc21",
  "e_above_lowest_ev": 0.8398,
  "homo_energy_ev": -8.6,
  "symbols": ["O", "N", "O", "C", "C", "C", "N", "O", "O", "C", "N", "C", "C", "F", "F", "F", "C", "N", "O", "N", "C", "H", "H", "H", "H", "H", "H"],
  "positions_angstrom": [[3.56317, 2.84452, -1.67637], [2.33190, 2.98748, -1.55639], [1.76979, 4.10563, -1.41256], [1.49188, 1.79651, -1.51078], [0.08060, 1.98946, -1.32280], [-0.78978, 0.90202, -0.98177], [-2.21775, 1.07084, -0.90612], [-2.61339, 2.23811, -1.04636], [-3.02537, 0.09352, -0.69376], [-0.36207, -0.55764, -0.80035], [-0.71934, -1.31109, 0.57725], [-0.56467, -0.91694, 2.08907], [-1.42767, -1.89925, 2.87878], [-1.44888, -1.69036, 4.23624], [-0.94208, -3.17421, 2.65063], [-2.72654, -1.95891, 2.41243], [1.09291, -0.69499, -1.24254], [1.81463, -1.82638, -1.08103], [3.13667, -1.33641, -0.91998], [3.22444, 0.03523, -1.07565], [1.95539, 0.42065, -1.43302], [-0.33270, 2.99555, -1.54177], [-0.89076, -1.29596, -1.50089], [-1.72364, -1.53430, 0.44193], [-0.23626, -2.23072, 0.53152], [-0.90215, 0.08444, 2.43519], [0.46167, -1.13679, 2.44909]],
  "forces_ev_per_a": [[-2.1, 0.0, 0.1], [0.6, 0.9, 0.2], [1.0, -2.2, -0.4], [-2.6, 0.3, 0.4], [1.2, -1.0, -0.4], [0.0, -1.6, 0.3], [-0.9, 1.1, -0.1], [0.0, -1.6, 0.2], [2.4, 1.5, -0.2], [0.1, 0.1, -3.0], [-0.1, -0.5, 1.4], [0.0, 0.0, 0.3], [-1.1, -1.9, 0.3], [0.2, 0.0, -2.3], [-0.2, 1.1, 0.5], [1.5, 0.6, 0.7], [0.9, -1.2, 1.4], [0.3, 3.1, 1.0], [-1.5, 0.0, -1.0], [-2.7, -0.9, -1.5], [3.0, 0.7, 2.5], [0.2, -0.9, 0.6], [0.0, 1.2, 1.1], [0.3, 0.5, 0.0], [-0.1, 0.6, -0.2], [0.4, -0.4, -1.2], [-0.5, 0.5, -0.6]],
  "nbo_charge": [-0.37, 0.51, -0.42, -0.13, -0.05, -0.14, 0.49, -0.38, -0.49, -0.07, -0.55, -0.31, 0.96, -0.30, -0.34, -0.32, 0.06, -0.10, -0.15, -0.04, 0.14, 0.29, 0.25, 0.47, 0.45, 0.27, 0.26]
}

---

(3)
{
  "formula": "C8H6N2O",
  "method": "the ωB97M-V functional and the def2-TZVPD basis",
  "multiplicity": 1,
  "smiles": "O=c1[nH]ncc2ccccc12",
  "e_above_lowest_ev": 2.1965,
  "homo_energy_ev": -9.4,
  "symbols": ["O", "C", "N", "N", "C", "C", "C", "C", "C", "C", "C", "H", "H", "H", "H", "H", "H"],
  "positions_angstrom": [[1.49040, 2.16564, 0.13266], [1.30654, 0.98848, -0.06553], [2.20298, 0.00162, -0.04112], [2.15932, -1.37066, 0.05594], [0.99284, -1.89677, 0.00596], [-0.32361, -0.97427, -0.10444], [-1.65250, -1.42514, 0.03274], [-2.58517, -0.44724, 0.03101], [-2.51230, 0.91273, 0.05818], [-1.22005, 1.35489, -0.07228], [-0.10329, 0.49777, -0.17461], [2.99875, 0.56938, 0.17156], [0.87567, -2.94166, 0.10041], [-1.80988, -2.46491, 0.22145], [-3.65362, -0.91247, -0.01276], [-3.26990, 1.54083, 0.27990], [-1.01508, 2.40434, -0.19170]],
  "forces_ev_per_a": [[1.7, 0.6, -0.2], [-5.4, -0.7, 0.0], [1.4, 0.7, 0.0], [-0.4, 0.5, 0.0], [-2.7, 3.7, -0.3], [2.6, 1.1, 0.6], [3.5, 0.7, -0.4], [-6.1, -2.7, 0.2], [4.0, -1.9, -0.6], [1.6, 0.7, -0.6], [-1.0, -3.2, 0.3], [2.0, -1.3, 0.2], [0.1, -1.0, 0.0], [-0.6, -0.4, -0.3], [1.6, 1.0, 0.5], [-2.6, 1.7, 0.1], [0.2, 0.4, 0.4]],
  "nbo_charge": [-0.61, 0.63, -0.44, -0.19, 0.05, -0.03, -0.24, -0.16, -0.22, -0.14, -0.14, 0.41, 0.20, 0.23, 0.20, 0.22, 0.23]
}

---

(4)
{
  "formula": "C8H6N2O2",
  "method": "the ωB97M-V functional and the def2-TZVPD basis",
  "multiplicity": 1,
  "smiles": "O=C1NC(=O)N1c1ccccc1",
  "e_above_lowest_ev": 2.2461,
  "homo_energy_ev": -8.8,
  "symbols": ["O", "C", "N", "C", "O", "N", "C", "C", "C", "C", "C", "C", "H", "H", "H", "H", "H", "H"],
  "positions_angstrom": [[2.84903, -0.08070, 2.26529], [1.74462, -0.48392, 2.37972], [0.73599, -0.65934, 3.22300], [-0.29262, -0.94007, 2.11955], [-1.38167, -1.24514, 2.37157], [0.53690, -0.77361, 1.02683], [0.09818, -0.15269, -0.18603], [0.90407, -0.15993, -1.27650], [0.42728, 0.32379, -2.44208], [-0.81801, 0.85369, -2.60246], [-1.65143, 0.90153, -1.52694], [-1.14271, 0.42915, -0.25779], [0.58101, -0.83485, 4.14666], [1.87811, -0.65466, -1.43744], [1.19903, 0.36432, -3.25416], [-1.22294, 1.27926, -3.59671], [-2.67144, 1.28497, -1.57847], [-1.77342, 0.54821, 0.62597]],
  "forces_ev_per_a": [[-1.2, -1.1, 0.3], [0.5, 1.9, -1.9], [-0.9, -0.3, -5.2], [3.2, 0.5, 0.3], [-2.9, -0.5, 0.1], [0.6, 0.3, 2.9], [0.1, -0.6, 2.3], [1.7, -1.3, -1.1], [2.0, 0.9, -2.6], [-1.9, 1.3, -2.4], [0.3, -0.6, 2.7], [-1.9, 1.1, -1.4], [0.3, -0.6, 3.0], [-0.5, 0.3, 1.2], [-1.2, -0.1, 0.4], [1.0, -0.9, 1.6], [0.4, 0.0, 0.0], [0.2, -0.3, -0.3]],
  "nbo_charge": [-0.49, 0.89, -0.70, 0.82, -0.54, -0.56, 0.13, -0.24, -0.18, -0.24, -0.19, -0.24, 0.43, 0.23, 0.21, 0.22, 0.22, 0.23]
}

---

(5)
{
  "formula": "C8H6N8O4",
  "method": "the ωB97M-V functional and the def2-TZVPD basis",
  "multiplicity": 1,
  "smiles": "O=[N+]([O-])c1cc([N+](=O)[O-])c2nnnn2c1.c1c[nH]cn1",
  "e_above_lowest_ev": 0.1783,
  "homo_energy_ev": -9.7,
  "symbols": ["O", "N", "O", "C", "C", "C", "N", "O", "O", "C", "N", "N", "N", "N", "C", "H", "H", "C", "C", "N", "C", "N", "H", "H", "H", "H"],
  "positions_angstrom": [[-3.11933, 0.29453, -3.13998], [-2.11481, 0.97616, -2.85507], [-1.34828, 1.44794, -3.72382], [-1.79476, 1.26777, -1.48056], [-2.70738, 0.94611, -0.43858], [-2.51639, 1.42744, 0.84616], [-3.34980, 0.97458, 1.95987], [-3.14487, 1.37061, 3.11689], [-4.25825, 0.15822, 1.67154], [-1.43476, 2.35164, 1.04823], [-1.05445, 3.13020, 2.07401], [0.03018, 3.82064, 1.63616], [0.34718, 3.51737, 0.40362], [-0.55081, 2.57337, -0.00717], [-0.64266, 1.99460, -1.23527], [-3.55755, 0.30490, -0.65436], [0.05728, 2.33209, -1.99954], [2.28991, 0.22994, -1.58973], [3.42760, -0.00052, -2.33902], [3.45888, 0.99148, -3.29767], [2.36311, 1.79077, -3.12097], [1.65400, 1.34919, -2.09207], [1.91696, -0.32830, -0.75248], [4.15668, -0.76161, -2.25913], [4.14655, 1.11733, -4.01078], [2.17156, 2.64694, -3.76875]],
  "forces_ev_per_a": [[1.8, 1.3, 1.1], [-0.2, -0.7, -2.9], [-1.3, -0.8, 1.6], [0.5, 0.6, 1.2], [-0.1, -0.1, 0.8], [0.8, 0.1, -1.0], [-1.9, -1.1, 1.5], [0.1, -0.4, -2.5], [1.8, 1.5, 0.2], [0.6, 0.5, 0.8], [0.1, -0.5, -1.1], [-0.5, -1.0, -1.6], [-0.2, 0.0, 0.9], [-0.6, -0.3, 1.1], [-1.7, 1.6, -0.6], [0.1, 0.1, 0.1], [-0.7, -0.3, 0.6], [1.0, 0.7, -1.4], [-1.2, 0.7, 0.3], [-0.7, 0.0, 0.5], [0.4, -1.0, 0.7], [1.1, -0.1, -0.6], [-0.1, 0.0, 0.1], [0.6, -0.4, -0.1], [0.3, -0.1, -0.2], [-0.1, -0.3, 0.4]],
  "nbo_charge": [-0.36, 0.51, -0.37, -0.07, -0.10, -0.01, 0.50, -0.31, -0.38, 0.30, -0.27, -0.01, -0.06, -0.20, 0.17, 0.29, 0.32, -0.09, -0.09, -0.51, 0.18, -0.51, 0.22, 0.22, 0.42, 0.21]
}

---

(6)
{
  "formula": "C8H6NO5S",
  "method": "the ωB97M-V functional and the def2-TZVPD basis",
  "multiplicity": 1,
  "total_charge": -1,
  "smiles": "O=C1NC(=O)[C@@H]2C=CC=CC2=[S@@](=O)([O-])O1",
  "e_above_lowest_ev": 0.0000,
  "homo_energy_ev": -3.3,
  "symbols": ["O", "C", "N", "C", "O", "C", "C", "C", "C", "C", "C", "S", "O", "O", "O", "H", "H", "H", "H", "H", "H"],
  "positions_angstrom": [[-2.03695, 1.71736, 1.71639], [-1.95045, 0.65052, 1.15660], [-1.29094, -0.42898, 1.76552], [-0.40836, -1.34002, 1.22113], [-0.04752, -2.29687, 1.86804], [0.08136, -1.01046, -0.19970], [1.54241, -1.34624, -0.32417], [2.48674, -0.38816, -0.32600], [2.17501, 0.99870, -0.40237], [0.87164, 1.35416, -0.63992], [-0.14785, 0.42105, -0.55640], [-1.67550, 0.68076, -1.31030], [-1.94525, 2.03882, -1.68501], [-2.06991, -0.33518, -2.25305], [-2.64197, 0.30860, 0.05021], [-1.30486, -0.40489, 2.77707], [-0.52839, -1.65179, -0.85471], [1.79826, -2.39293, -0.39153], [3.53091, -0.67639, -0.35286], [2.96583, 1.73192, -0.38185], [0.59579, 2.37003, -0.87713]],
  "forces_ev_per_a": [[-0.3, -0.5, -0.3], [0.6, 0.6, 1.4], [-0.4, 0.1, 0.6], [-0.1, 0.0, -0.3], [0.2, -0.1, 0.1], [-0.1, -0.4, 0.2], [0.2, -0.2, -0.1], [-0.1, -0.6, 0.0], [-0.4, 0.7, 0.0], [0.7, 0.5, 0.3], [-1.6, -0.2, -1.2], [0.6, -0.1, -0.2], [0.2, 0.0, 0.4], [-0.1, 0.0, 0.5], [0.1, 0.1, -1.2], [0.1, 0.0, -0.2], [0.2, -0.1, 0.1], [0.1, -0.1, 0.1], [0.1, -0.1, 0.0], [0.0, 0.1, -0.1], [0.0, 0.2, 0.0]],
  "nbo_charge": [-0.58, 0.90, -0.69, 0.71, -0.61, -0.38, -0.23, -0.20, -0.41, -0.12, -0.61, 2.35, -0.93, -0.95, -0.72, 0.41, 0.25, 0.20, 0.19, 0.19, 0.22]
}